# 1
Formula: C10H15N5O4
Source: the OMol25 dataset
Level of theory: ωB97M-V/def2-TZVPD

Cartesian coordinates (Å):
N (3.1011, 1.6506, 1.7667)
C (2.7392, 1.1427, 0.5699)
O (3.3889, 0.3386, -0.0728)
C (1.3073, 1.5249, 0.1120)
C (0.1660, 1.2170, 1.0986)
N (-1.1004, 0.8170, 0.4945)
C (-1.4029, -0.4850, 0.7535)
O (-0.9408, -1.0697, 1.6984)
C (-2.4528, -1.1718, -0.2235)
N (-2.9928, -0.1209, -1.1714)
C (-1.8532, -2.5021, -0.9778)
C (-0.4374, -2.0985, -1.4613)
C (0.7439, -2.3105, -0.7876)
N (1.7043, -1.6826, -1.6191)
C (1.0960, -1.0996, -2.6496)
N (-0.2152, -1.3631, -2.6179)
C (-0.0650, 2.3847, 2.0301)
O (0.8009, 3.1236, 2.4593)
O (-1.3898, 2.6792, 2.2906)
H (3.8991, 1.1686, 2.1908)
H (2.4407, 2.2357, 2.3104)
H (1.3674, 2.6273, -0.1966)
H (1.0576, 0.9884, -0.7816)
H (0.4604, 0.3870, 1.7179)
H (-1.4258, 1.2757, -0.2978)
H (-3.3199, -1.4620, 0.3425)
H (-2.3961, -0.1884, -2.0656)
H (-3.9267, -0.3935, -1.4337)
H (-2.4764, -2.8763, -1.7532)
H (-1.7365, -3.2552, -0.1948)
H (0.9034, -2.7041, 0.1894)
H (2.6128, -1.3418, -1.3855)
H (1.7216, -0.6958, -3.4194)
H (-1.3790, 3.2597, 3.0845)

Atomic forces in eV per Å
0.41 -0.29 0.34
-1.81 -0.46 0.27
0.50 0.05 -0.09
0.51 1.86 -0.48
-0.54 1.44 0.06
2.19 -1.26 1.49
-2.04 -0.66 -1.63
0.32 -0.91 0.60
0.19 0.52 -1.51
2.26 -1.07 -1.16
2.08 2.60 1.99
-0.39 -0.30 -0.15
0.14 1.40 -1.86
-0.31 -0.47 1.59
-1.84 -1.50 0.36
0.28 0.28 -0.19
-1.00 1.74 0.36
-0.27 -0.82 0.05
1.33 -0.59 0.55
-0.49 0.66 -0.10
0.69 -0.49 -0.54
-0.39 -1.32 0.57
0.27 -0.45 -0.55
0.13 -0.37 0.41
-0.87 0.61 -1.54
-0.10 -0.28 0.68
-1.20 0.22 1.59
-0.19 -0.01 -0.14
-0.65 0.04 -0.63
-0.02 -0.04 -0.16
0.43 -0.23 0.23
0.68 -0.27 0.73
-0.37 0.56 -0.40
0.03 -0.16 -0.77

Output
Gap between HOMO and LUMO (hartree): 0.34403
SMILES: NC(=O)C[C@H](NC(=O)[C@@H](N)Cc1c[nH]cn1)C(=O)O
HOMO level (eV): -8.76



# 2
Formula: C10H15NO
Source: the OMol25 dataset
Level of theory: ωB97M-V/def2-TZVPD

Cartesian coordinates (Å):
C (2.8778, 1.0727, -0.1008)
C (1.5775, 1.3325, -0.9430)
C (0.5294, 1.9619, -0.1114)
C (-0.0030, 1.0241, 0.9701)
C (-1.4922, 0.9068, 0.8247)
C (-2.6477, 0.2962, 0.9823)
C (-2.7097, 1.6594, 0.2186)
H (3.2877, 2.0218, 0.3890)
H (3.6971, 0.7583, -0.8136)
H (2.8470, 0.3127, 0.7362)
H (1.3178, 0.4593, -1.3426)
H (1.6653, 1.9680, -1.7772)
H (0.9636, 2.9080, 0.3913)
H (-0.3390, 2.2419, -0.7766)
H (0.4369, 1.3647, 1.9087)
H (0.4025, -0.0395, 0.7845)
H (-3.2818, -0.4549, 1.3640)
H (-2.9304, 1.6171, -0.8713)
H (-3.1462, 2.5218, 0.6566)
C (0.7805, -2.4688, -0.8632)
C (0.2744, -3.4102, -0.0794)
N (-1.1019, -3.4877, 0.2948)
C (-2.2259, -3.1355, 0.0639)
O (-3.3410, -2.9804, -0.0058)
H (1.8290, -2.5335, -1.1091)
H (0.0142, -1.8622, -1.3870)
H (0.7181, -4.0544, 0.5963)

Atomic forces in eV per Å
1.55 0.83 -0.48
2.39 2.25 2.94
-1.09 1.41 0.38
0.23 -1.60 -0.88
-1.99 0.09 0.58
1.72 2.53 -0.92
0.70 -2.35 -0.50
-0.75 -1.04 -0.68
-0.73 0.11 0.85
-0.51 0.67 -1.13
-1.57 -3.83 -1.41
1.21 0.98 -1.07
-0.83 -1.25 -0.97
0.93 0.09 0.76
-0.82 -0.29 0.41
-0.44 1.46 0.38
-0.29 -0.69 0.30
0.45 -0.07 0.66
-0.16 0.67 0.78
-1.03 -0.76 -0.59
-2.52 1.53 0.59
0.84 0.29 -0.59
4.07 -1.21 0.49
-4.38 1.05 -0.50
0.02 0.52 -0.08
1.11 -0.06 0.18
1.89 -1.30 0.52

Output
Gap between HOMO and LUMO (hartree): 0.36280
SMILES: CCCCC1=CC1.C=CN=C=O
HOMO level (eV): -9.06



# 3
Formula: C10H15NO2S
Source: the OMol25 dataset
Level of theory: ωB97M-V/def2-TZVPD

Cartesian coordinates (Å):
C (-2.3576, -0.7230, 1.7251)
S (-2.5010, -0.4199, -0.0502)
O (-1.6713, -1.3598, -0.7429)
O (-3.8969, -0.3472, -0.3705)
N (-1.8444, 1.1061, -0.1784)
C (-0.6969, 1.3337, -1.0334)
C (0.3331, 2.2237, -0.3365)
C (0.9650, 1.5339, 0.8804)
C (1.9568, 0.4837, 0.4633)
C (1.5772, -0.8380, 0.2646)
C (2.5015, -1.7800, -0.1541)
C (3.8181, -1.4163, -0.3759)
C (4.2067, -0.1019, -0.1800)
C (3.2814, 0.8385, 0.2346)
H (-2.8611, 0.0838, 2.2393)
H (-2.8385, -1.6693, 1.9364)
H (-1.3081, -0.7628, 1.9821)
H (-2.5725, 1.7966, -0.2544)
H (-0.9967, 1.7870, -1.9851)
H (-0.2697, 0.3525, -1.2445)
H (-0.1586, 3.1443, -0.0151)
H (1.1133, 2.4847, -1.0532)
H (1.4733, 2.2870, 1.4865)
H (0.1668, 1.0930, 1.4789)
H (0.5517, -1.1393, 0.4203)
H (2.1874, -2.8015, -0.3091)
H (4.5387, -2.1525, -0.7004)
H (5.2327, 0.1910, -0.3505)
H (3.5901, 1.8638, 0.3861)

Atomic forces in eV per Å
-0.10 0.05 -0.89
-0.19 0.27 0.72
0.29 0.05 0.06
-0.04 0.20 0.16
-0.44 -0.72 0.11
0.63 0.14 -0.25
-0.19 -0.20 0.09
0.04 0.14 -0.25
-0.03 0.02 0.15
0.05 0.04 0.02
0.00 -0.11 -0.03
0.05 -0.08 -0.03
0.08 0.04 -0.03
0.00 -0.01 -0.02
-0.08 0.15 0.10
-0.10 -0.18 -0.03
0.20 0.03 0.05
-0.25 0.05 0.02
-0.02 -0.14 0.09
0.08 0.15 -0.17
0.02 0.09 -0.05
0.01 0.09 -0.02
-0.06 -0.06 0.07
0.02 0.04 0.11
-0.10 -0.03 0.03
-0.02 -0.10 -0.01
0.05 -0.06 -0.02
0.08 0.02 -0.01
0.03 0.11 0.03

Output
Gap between HOMO and LUMO (hartree): 0.36055
SMILES: CS(=O)(=O)NCCCc1ccccc1
HOMO level (eV): -9.14



# 4
Formula: C10H15NS
Source: the OMol25 dataset
Level of theory: ωB97M-V/def2-TZVPD

Cartesian coordinates (Å):
C (0.0420, -2.7948, -2.0443)
C (2.0860, 0.0136, 1.6919)
C (-0.4717, -2.5417, -0.8401)
C (2.7587, 0.5419, 0.6364)
C (2.3039, 0.7466, -0.6199)
C (-1.0297, -0.2867, -0.0293)
C (4.1563, 1.0250, 0.7905)
C (-2.5450, 1.0025, -1.4546)
C (-2.2156, 1.6210, 1.0464)
C (-1.5816, 1.0335, -0.2655)
N (-0.9854, -1.3292, -0.6623)
S (1.9001, 0.4063, -2.1145)
H (0.3093, -3.7906, -2.3827)
H (0.2519, -1.9515, -2.7214)
H (2.4898, 0.2066, 2.6482)
H (1.0678, -0.4899, 1.4775)
H (-1.1074, -3.2452, -0.1395)
H (4.0403, 2.1739, 0.7647)
H (4.5548, 0.7376, 1.7365)
H (4.9023, 0.9467, -0.0279)
H (-2.8062, 1.9875, -1.8282)
H (-2.1512, 0.6094, -2.4411)
H (-3.3514, 0.2393, -1.3068)
H (-3.0781, 0.9762, 1.4314)
H (-1.5541, 1.6413, 1.8376)
H (-2.5430, 2.6355, 0.9781)
H (-0.6177, 1.5548, -0.5058)

Atomic forces in eV per Å
1.09 -0.65 -0.58
-2.42 -0.85 -1.59
-2.92 -2.35 0.55
0.82 -0.63 -0.03
-1.38 -0.99 -2.54
1.29 -1.82 0.79
0.55 3.77 -0.62
0.12 -1.02 -1.90
-1.76 -1.63 -1.25
-0.41 0.83 0.02
-0.83 3.49 0.62
0.48 0.60 1.47
0.03 0.15 0.22
-0.13 -0.56 0.44
0.17 -0.39 1.04
1.70 1.12 0.83
2.17 0.48 -1.38
0.43 -1.38 0.58
0.45 -0.24 0.55
-0.75 -0.93 0.33
-0.90 0.26 0.73
0.63 0.02 1.31
0.11 1.29 0.30
0.95 0.83 -0.86
1.88 -0.27 1.55
-0.48 0.63 -0.63
-0.91 0.24 0.06

Output
Gap between HOMO and LUMO (spin up / spin down) (hartree): 0.23108 / 0.31499
HOMO level (spin up / spin down) (eV): -6.40 / -8.97
Spin multiplicity: 3
<S²>: 2.046



# 5
Formula: C10H15O4PRu
Source: the OMol25 dataset
Level of theory: ωB97M-V/def2-TZVPD

Cartesian coordinates (Å):
O (0.1757, -2.8567, -2.6401)
C (0.2269, -1.7450, -2.3702)
Ru (0.4957, 0.0455, -2.0271)
O (-4.6176, -0.1728, -5.4192)
C (-3.6545, -0.0565, -4.8289)
C (2.0505, 0.0863, -3.0231)
O (2.9363, 0.0774, -3.7794)
C (0.1314, 1.8458, -2.2307)
O (-0.0037, 2.9938, -2.4260)
C (-2.4330, 0.6223, 0.6965)
C (-0.9835, 1.0548, 0.9221)
P (0.3462, -0.0271, 0.2157)
C (2.0072, 0.6775, 0.5732)
C (2.3714, 0.8222, 2.0429)
C (-0.0309, -1.6994, 0.8983)
C (-0.2073, -1.5975, 2.4050)
H (-2.7352, 0.6335, -0.3593)
H (-3.0795, 1.3344, 1.2234)
H (-2.6434, -0.3767, 1.0988)
H (-0.7898, 2.0399, 0.4570)
H (-0.7616, 1.1278, 2.0039)
H (2.7184, 0.0378, 0.0249)
H (2.0026, 1.6532, 0.0571)
H (2.5794, -0.1596, 2.4857)
H (3.2766, 1.4386, 2.0949)
H (1.5742, 1.3240, 2.6052)
H (-0.9535, -2.0250, 0.3861)
H (0.7711, -2.3811, 0.5704)
H (-1.0426, -0.9255, 2.6473)
H (-0.4286, -2.5907, 2.8101)
H (0.7010, -1.2014, 2.8853)

Atomic forces in eV per Å
0.24 2.35 0.94
-1.56 -7.04 -2.69
-0.89 0.23 2.35
2.31 0.28 1.39
-2.53 -0.29 -1.58
7.35 0.02 -5.54
-3.69 0.08 3.20
-2.24 9.29 -2.64
0.75 -4.92 1.22
0.14 -0.73 -0.37
0.40 0.99 -0.18
-1.88 -0.59 2.69
1.18 0.44 0.35
-1.02 -0.91 -0.26
0.97 0.01 -0.20
-0.34 0.28 -0.17
0.07 0.08 0.20
0.08 0.09 -0.01
0.02 0.27 -0.05
-0.17 -0.19 0.47
0.11 0.04 -0.41
-0.11 -0.08 0.24
-0.25 -0.06 0.19
0.26 0.30 0.01
0.31 0.20 0.18
0.32 0.23 0.04
0.05 0.16 -0.04
-0.25 -0.03 0.31
0.27 -0.29 0.10
0.22 0.02 0.06
-0.13 -0.26 0.19

Output
Gap between HOMO and LUMO (spin up / spin down) (hartree): 0.32216 / 0.07388
Total charge: +3
HOMO level (spin up / spin down) (eV): -19.58 / -20.99
Spin multiplicity: 6
<S²>: 8.775



# 6
Formula: C10H16
Source: the OMol25 dataset
Level of theory: ωB97M-V/def2-TZVPD

Cartesian coordinates (Å):
C (0.3457, 1.2799, 3.5744)
C (1.8056, 1.6543, 3.5739)
H (0.2017, 0.1994, 3.4569)
H (-0.1384, 1.5093, 4.5296)
H (-0.2829, 1.6730, 2.7756)
H (2.2361, 1.4765, 2.5895)
H (1.9864, 2.6454, 4.0086)
H (2.4138, 1.0875, 4.2904)
C (0.2963, -0.4879, -0.0024)
C (-0.7050, -1.3775, 0.7859)
C (-0.1525, -0.4155, -1.4070)
C (0.5063, -1.1973, -2.3981)
C (-1.2651, 0.3638, -1.8597)
C (0.1250, -1.2029, -3.7231)
C (-1.6108, 0.3833, -3.1931)
C (-0.9655, -0.3689, -4.1596)
H (0.2335, 0.5590, 0.3724)
H (1.3343, -0.8052, 0.1162)
H (-0.6797, -1.4247, 1.8933)
H (1.3556, -1.7664, -2.0272)
H (-1.8069, 0.8882, -1.0764)
H (0.7199, -1.7398, -4.4456)
H (-2.4482, 0.9807, -3.5484)
H (-1.2256, -0.4341, -5.2078)
H (-0.5543, -2.4213, 0.5070)
H (-1.7253, -1.0586, 0.5749)

Atomic forces in eV per Å
-0.83 -0.99 0.56
0.53 0.10 0.68
0.27 0.03 0.00
0.04 0.19 -0.06
0.36 0.50 -0.07
0.18 0.50 0.01
-0.19 0.32 -0.92
-0.37 -0.62 -0.19
-1.29 0.80 0.69
0.26 -0.21 0.69
0.55 -1.43 -1.73
-0.22 0.82 0.75
0.59 0.20 1.05
0.04 0.51 0.08
-0.73 0.17 -0.76
0.96 -1.03 0.36
0.09 -0.29 0.33
-0.01 -0.24 -0.11
0.58 0.52 -0.12
0.07 -0.19 -0.33
-0.23 0.24 -0.38
0.03 -0.23 -0.15
-0.05 0.12 0.30
-0.36 0.38 0.05
-0.28 0.00 -0.40
0.00 -0.17 -0.35

Output
Gap between HOMO and LUMO (spin up / spin down) (hartree): 0.09476 / 0.27806
Total charge: -1
HOMO level (spin up / spin down) (eV): 1.12 / -4.04
Spin multiplicity: 2
<S²>: 0.757